[1]
Formula: C2H4BrN
Source: OMol25
Level of theory: wB97M-V/def2-TZVPD

```
8
Properties=species:S:1:pos:R:3:nbo_charge:R:1
C 0.648 -0.366 0.121 0.161
C -0.880 0.866 0.001 -0.595
N 0.233 -1.542 0.039 -0.647
Br 2.281 0.431 -0.001 0.084
H -1.158 1.295 1.008 0.223
H -1.633 0.098 -0.484 0.230
H -0.436 1.480 -0.708 0.195
H 0.945 -2.263 0.023 0.348
```

HOMO level	-9.56	eV
LUMO level	0.772	eV
energy above the lowest of the compared OMol25 structures with the same formula, charge and spin	41.2	kcal per mole
E	-2707.293351	hartree

[2]
Formula: C2H4BrO2P
Source: OMol25
Level of theory: wB97M-V/def2-TZVPD

```
10
Properties=species:S:1:pos:R:3:nbo_charge:R:1
C 0.011 0.614 -0.018 0.793
C -1.335 0.716 0.589 -0.741
O 0.887 1.451 0.035 -0.574
O 0.224 -0.491 -0.716 -0.801
P 1.781 -0.703 -1.159 0.854
Br 2.642 -1.542 0.646 -0.220
H -2.072 0.421 -0.183 0.248
H -1.441 1.788 0.930 0.249
H -1.654 0.209 1.526 0.266
H 0.959 -2.463 -1.650 -0.073
```

HOMO level	-9.29	eV
LUMO level	-0.115	eV
energy above the lowest of the compared OMol25 structures with the same formula, charge and spin	41.1	kcal per mole
E	-3144.419807	hartree

[3]
Formula: C2H4BrO7PS2
Source: OMol25
Level of theory: wB97M-V/def2-TZVPD

```
17
Properties=species:S:1:pos:R:3:nbo_charge:R:1
O -2.598 1.068 0.196 -1.085
P -1.421 0.457 -0.432 2.332
O -0.526 1.500 -1.222 -0.977
O -1.813 -0.687 -1.464 -0.975
C -0.293 -0.485 0.733 -0.199
Br -1.386 -0.783 2.320 0.122
O 0.146 -1.723 0.209 -0.687
S 1.517 -1.423 -0.557 2.550
O 2.301 -2.592 -0.647 -0.860
O 1.208 -0.649 -1.708 -0.902
O 2.119 -0.451 0.571 -0.680
C 1.028 0.192 1.257 -0.112
S 1.108 1.971 1.355 0.042
H -1.115 2.232 -1.438 0.521
H -2.772 -0.697 -1.524 0.522
H 1.128 -0.135 2.286 0.233
H 1.368 2.206 0.064 0.154
```

HOMO level	-10.30	eV
LUMO level	0.085	eV
E	-4317.096657	hartree

[4]
Formula: C2H4Cl2I2Tb
Source: OMol25
Level of theory: wB97M-V/def2-TZVPD

```
11
Properties=species:S:1:pos:R:3:mulliken_charge:R:1
Tb 0.032 -0.012 -0.059 1.149
I -0.441 2.813 -1.676 0.707
C 1.616 2.800 -2.260 -0.783
I 2.653 1.016 -1.667 0.509
H 2.095 3.650 -1.776 0.445
H 1.628 2.836 -3.352 0.411
Cl -0.497 -0.860 2.508 -0.071
C -1.356 -2.342 1.934 -0.057
Cl -1.372 -2.374 0.127 -0.073
H -2.388 -2.289 2.279 0.380
H -0.801 -3.213 2.283 0.382
```

HOMO level (spin up / spin down)	-21.88 / -21.92	eV
LUMO level (spin up / spin down)	-16.921 / -12.738	eV
multiplicity	7
E	-2417.556013	hartree
charge	+3

[5]
Formula: C2H4ClFS
Source: OMol25
Level of theory: wB97M-V/def2-TZVPD

```
9
Properties=species:S:1:pos:R:3:nbo_charge:R:1
C -0.476 0.175 -0.338 -0.647
C 0.968 0.768 -1.079 0.236
F 0.730 1.946 -1.607 -0.334
S 2.294 0.890 0.061 0.044
Cl 1.362 -0.429 -2.458 -0.113
H -0.416 0.484 0.735 0.229
H -1.359 0.638 -0.824 0.225
H -0.415 -0.918 -0.655 0.235
H 2.463 -0.354 -0.073 0.124
```

HOMO level	-9.82	eV
LUMO level	0.710	eV
SMILES	C[C@@](F)(S)Cl
energy above the lowest of the compared OMol25 structures with the same formula, charge and spin	20.8	kcal per mole
E	-1036.810346	hartree

[6]
Formula: C2H4ClFS
Source: OMol25
Level of theory: wB97M-V/def2-TZVPD

```
9
Properties=species:S:1:pos:R:3:nbo_charge:R:1
C -0.197 1.278 -0.298 -0.557
C -0.481 0.139 0.628 0.135
H -0.927 -0.716 -1.462 0.159
H 0.803 1.917 -0.098 0.273
H -1.012 1.981 -0.373 0.226
H -1.120 0.593 1.477 0.182
F -1.210 -0.945 0.238 -0.337
S 0.051 0.160 -1.754 -0.066
Cl 0.965 -0.372 1.435 -0.015
```

HOMO level	-9.26	eV
LUMO level	0.816	eV
energy above the lowest of the compared OMol25 structures with the same formula, charge and spin	32.1	kcal per mole
E	-1036.792289	hartree

[7]
Formula: C2H4ClI
Source: OMol25
Level of theory: wB97M-V/def2-TZVPD

```
8
Properties=species:S:1:pos:R:3:nbo_charge:R:1
C -0.021 0.099 1.294 -0.408
C -0.361 -1.174 1.317 -0.210
Cl -1.994 -1.689 1.109 -0.015
I 1.268 1.085 -4.107 -0.094
H 1.004 0.394 1.432 0.211
H -0.743 0.882 1.138 0.209
H 0.524 2.394 -3.666 0.094
H 0.323 -1.990 1.484 0.212
```

HOMO level	-9.79	eV
LUMO level	0.721	eV
SMILES	C=CCl.I
energy above the lowest of the compared OMol25 structures with the same formula, charge and spin	16.7	kcal per mole
E	-836.451486	hartree

[8]
Formula: C2H4ClN2
Source: OMol25
Level of theory: wB97M-V/def2-TZVPD

```
9
Properties=species:S:1:pos:R:3:nbo_charge:R:1
C 1.230 0.351 0.091 0.539
C -1.044 -0.743 -0.033 -0.453
N -0.001 0.106 0.421 -0.151
N 0.536 1.420 -0.268 -0.383
Cl 2.770 -0.514 -0.080 0.232
H -2.006 -0.254 0.111 0.262
H -0.923 -1.031 -1.081 0.240
H -1.010 -1.635 0.598 0.273
H 0.448 2.300 0.240 0.441
```

HOMO level	-16.22	eV
LUMO level	-6.121	eV
SMILES	CN1[NH+]=C1Cl
energy above the lowest of the compared OMol25 structures with the same formula, charge and spin	70.7	kcal per mole
E	-647.891318	hartree
charge	+1

Question: The highest E belongs to which entry?
Answer: C2H4ClN2

Question: Which of these has the lowest E?
Answer: C2H4BrO7PS2

Question: Which of these has the lowest E?
Answer: C2H4BrO7PS2

Question: E of number 6 (C2H4ClFS)?
Answer: -1036.792289 hartree